# C5H8NO2S3

A cluster of 3 separate species, C5H8NO2S3 in total at a distorted geometry (wB97M-V/def2-TZVPD, the Open Molecules 2025 dataset).

Calculated values
total charge	+1
HOMO-LUMO gap	8.09	eV
energy relative to the best compared isomer or geometry (same formula, charge and spin)	225.8	kJ/mol

Last columns: bonded neighbours and bond lengths (Å).
CARTESIAN COORDINATES (ANGSTROEM)
1 C 2.6284 2.1097 0.1243  C2 1.324, S9 1.718, H12 1.096
2 C 2.0362 0.9270 0.1880  C1 1.324, S10 1.844, H13 1.068
3 C 0.1563 2.6487 -0.1153  S9 1.791, S10 1.651, H14 1.028
4 C -3.1876 0.2850 -0.2517  O7 1.313, O8 1.183, S11 1.698
5 C -0.0516 -2.5309 0.5150  N6 1.485, H15 1.125, H16 1.051, H17 1.156
6 N 0.3014 -1.5439 -0.5375  C5 1.485, H18 1.047, H19 1.068
7 O -3.0271 -0.9540 0.1536  C4 1.313, S11 1.808
8 O -2.5874 1.2684 -0.5201  C4 1.183
9 S 1.6988 3.5504 0.0128  C1 1.718, C3 1.791
10 S 0.2060 1.0008 -0.0260  C2 1.844, C3 1.651
11 S -4.7267 -0.3407 0.0976  C4 1.698, O7 1.808
12 H 3.6683 2.2874 0.4218  C1 1.096
13 H 2.5971 0.0348 0.0157  C2 1.068
14 H -0.6624 3.1294 -0.5098  C3 1.028
15 H 0.0993 -3.6064 0.2200  C5 1.125
16 H 0.5532 -2.4130 1.3661  C5 1.051
17 H -1.1129 -2.4397 0.9632  C5 1.156
18 H 0.0455 -1.7859 -1.5230  N6 1.047
19 H 1.3651 -1.6271 -0.5946  N6 1.068

Löwdin atomic charge list, values in e, 6 entries:
1. C -0.482
2. C -0.320
3. C -0.607
4. C -0.921
5. C -0.166
6. N -0.165